Below is a 2-piece molecular cluster, C7H7N overall, with properties calculated with ωB97M-V/def2-TZVPD.

XYZ file:
```
15
Properties=species:S:1:pos:R:3:nbo_charge:R:1
C -4.69 -1.14 -1.92 -0.305
C -3.61 -0.86 -1.47 0.038
C -2.37 -0.55 -1.00 -0.401
C 1.13 0.12 0.25 0.699
C -1.23 -0.32 -0.58 -0.235
C 1.82 -0.65 -0.76 -0.748
C 1.77 1.49 2.22 -0.428
N 1.02 0.82 1.21 -0.350
H -5.65 -1.35 -2.30 0.223
H 1.68 -0.17 -1.72 0.286
H 1.38 -1.65 -0.83 0.295
H 2.88 -0.73 -0.53 0.245
H 2.53 2.14 1.77 0.223
H 2.27 0.76 2.86 0.228
H 1.08 2.09 2.80 0.231
```

Calculated values
molar mass: 105.14 g mol⁻¹
Kohn-Sham gap: 7.50 eV
HOMO: -7.633 eV

=====

Below is a single C7H7N molecule, with properties calculated with ωB97M-V/def2-TZVPD.

XYZ file:
```
15
Properties=species:S:1:pos:R:3:nbo_charge:R:1
C 2.90 0.77 0.03 -0.417
C 2.34 -0.33 0.39 -0.241
C 1.28 -1.21 -0.21 -0.212
C -0.07 -0.93 -0.33 -0.189
C -0.96 0.18 -0.09 -0.197
C -0.38 1.35 -0.24 -0.273
C -2.47 0.04 0.12 0.277
N -3.65 -0.10 0.33 -0.298
H 2.64 1.51 -0.91 0.229
H 3.81 0.89 0.83 0.233
H 2.51 -0.78 1.40 0.211
H 1.51 -2.29 -0.27 0.229
H -0.67 -1.67 -0.92 0.211
H -0.92 2.33 -0.21 0.205
H 0.81 1.63 -0.28 0.233
```

Calculated values
SMILES: C=C/C=C\C(=C)C#N
molar mass: 105.14 g mol⁻¹
Kohn-Sham gap: 9.21 eV
HOMO: -9.243 eV

=====

Below is a 2-piece molecular cluster, C7H7N overall, with properties calculated with ωB97M-V/def2-TZVPD.

XYZ file:
```
15
Properties=species:S:1:pos:R:3:nbo_charge:R:1
C 2.52 -0.99 -1.35 -0.179
C 2.47 -0.81 0.02 -0.255
C 1.25 -0.22 0.54 0.051
N 0.20 0.12 -0.22 -0.435
C 0.22 -0.14 -1.57 0.035
C 1.37 -0.83 -2.12 -0.252
H 3.45 -1.30 -1.85 0.216
H 3.39 -0.86 0.55 0.219
H 1.28 -0.07 1.53 0.182
H -0.57 0.21 -2.26 0.207
H 1.36 -1.03 -3.16 0.213
C -4.62 1.59 2.71 -0.292
C -3.55 1.34 2.13 -0.266
H -5.83 1.47 2.96 0.280
H -2.54 1.05 1.64 0.276
```

Calculated values
SMILES: c1ccncc1.C#C
molar mass: 105.14 g mol⁻¹
Kohn-Sham gap: 10.53 eV
HOMO: -9.621 eV

=====

Max |F| in eV Å⁻¹, matching the order above: 3.623; 5.453; 4.776